C5H8FN | the ωB97M-V functional and the def2-TZVPD basis

Geometry as XYZ:
```
15
C5H8FN the ωB97M-V functional and the def2-TZVPD basis
C -1.263 -0.856 0.551
C -0.170 1.334 -0.504
C -0.871 -0.080 -0.699
C -0.075 -1.277 -0.293
C 1.345 -0.326 0.524
N 0.832 0.985 0.435
F 2.426 -0.479 -0.348
H -1.045 -0.474 1.603
H -2.239 -1.208 0.635
H 0.125 1.751 -1.485
H -0.888 2.159 -0.117
H -1.538 -0.228 -1.518
H 0.262 -2.255 -0.698
H 1.497 -0.777 1.458
H 1.604 1.732 0.456
```

The gap between HOMO and LUMO comes out at 10.2 eV. As for the max |F|: 6.25 eV Å⁻¹. The relative energy (zero: lowest compared OMol25 entry of this formula, charge and spin) comes out at 221.1 kJ/mol. The HOMO energy comes out at -9.06 eV. The SMILES is F[C@H]1NC[C@@H]2C[C@@H]21.

C5H8FN3O | the ωB97M-V functional and the def2-TZVPD basis

Geometry as XYZ:
```
18
C5H8FN3O the ωB97M-V functional and the def2-TZVPD basis
C 2.807 0.891 1.115
C 1.312 1.688 -0.159
C -0.769 -1.940 -0.604
C -0.655 0.777 0.974
C -1.325 -0.548 -0.631
N 2.624 1.693 0.030
N 1.685 0.297 1.509
N 0.768 0.791 0.725
O -2.648 -0.518 -0.358
F -0.958 0.142 -1.653
H 3.624 0.543 1.542
H 0.680 2.081 -1.020
H -1.199 -2.613 -1.344
H -0.885 -2.335 0.441
H 0.259 -1.816 -0.897
H -1.020 0.303 1.845
H -1.167 1.674 0.490
H -2.990 0.344 -0.489
```

The gap between HOMO and LUMO comes out at 8.7 eV. As for the max |F|: 5.52 eV Å⁻¹. The relative energy (zero: lowest compared OMol25 entry of this formula, charge and spin) comes out at 14.7 kJ/mol. The HOMO energy comes out at -8.19 eV.

C5H8FNOS | the ωB97M-V functional and the def2-TZVPD basis

Geometry as XYZ:
```
17
C5H8FNOS the ωB97M-V functional and the def2-TZVPD basis
C -0.748 -2.094 -0.394
C -0.648 -1.509 0.784
C 0.196 0.701 0.097
C 1.849 0.178 -1.776
C -1.338 1.533 1.632
N 0.458 0.194 -1.166
O -1.025 1.302 0.265
F -0.635 -2.226 1.947
S -0.624 -0.983 -1.773
H -1.031 -3.131 -0.726
H 1.121 0.714 0.804
H 2.069 1.048 -2.443
H 2.613 0.122 -0.918
H 1.889 -0.788 -2.380
H -1.977 2.407 1.787
H -0.353 1.818 2.123
H -1.816 0.714 2.137
```

The gap between HOMO and LUMO comes out at 8.2 eV. As for the max |F|: 3.13 eV Å⁻¹. The relative energy (zero: lowest compared OMol25 entry of this formula, charge and spin) comes out at 340.0 kJ/mol. The HOMO energy comes out at -7.86 eV.

C5H8FNS | the ωB97M-V functional and the def2-TZVPD basis

Geometry as XYZ:
```
16
C5H8FNS the ωB97M-V functional and the def2-TZVPD basis
C 0.198 -0.942 1.525
C -0.548 1.182 0.594
C 0.596 -0.327 -0.862
C 1.456 0.425 -1.527
C -0.042 -1.550 -1.453
H 0.798 -1.788 1.174
H 0.693 -0.461 2.373
H -0.777 -1.276 1.874
H -0.618 1.819 -0.305
H 1.828 1.325 -1.088
H 1.774 0.152 -2.534
H 0.087 -2.416 -0.797
H -1.091 -1.345 -1.609
N 0.055 0.000 0.424
F 0.585 -1.832 -2.669
S -1.144 1.734 2.019
```

The gap between HOMO and LUMO comes out at 9.1 eV. As for the max |F|: 1.14 eV Å⁻¹. The relative energy (zero: lowest compared OMol25 entry of this formula, charge and spin) comes out at 47.2 kJ/mol. The HOMO energy comes out at -8.47 eV. The SMILES is C=C(CF)N(C)C=S.

C5H8FNS | the ωB97M-V functional and the def2-TZVPD basis

Geometry as XYZ:
```
16
C5H8FNS the ωB97M-V functional and the def2-TZVPD basis
C -1.074 1.604 -0.157
C 0.041 0.856 -0.008
C -1.581 -0.900 0.436
C 1.389 1.281 -0.498
C 0.779 -1.454 0.410
N -0.278 -0.445 0.401
F -1.906 -1.669 -0.715
S -2.546 0.772 0.319
H -1.344 2.541 -0.646
H -2.007 -1.410 1.243
H 1.953 1.488 0.406
H 1.468 2.175 -1.109
H 1.929 0.420 -0.890
H 1.079 -1.590 -0.679
H 1.797 -1.313 0.850
H 0.304 -2.356 0.639
```

The gap between HOMO and LUMO comes out at 8.5 eV. As for the max |F|: 4.64 eV Å⁻¹. The relative energy (zero: lowest compared OMol25 entry of this formula, charge and spin) comes out at 88.9 kJ/mol. The HOMO energy comes out at -7.61 eV. The SMILES is CC1=CS[C@@H](F)N1C.

C5H8FO4Rb | the ωB97M-V functional and the def2-TZVPD basis

Geometry as XYZ:
```
19
C5H8FO4Rb the ωB97M-V functional and the def2-TZVPD basis
C -5.766 -0.683 -0.937
O -4.888 0.263 -0.422
C -6.028 -0.501 -2.432
H -5.377 -1.717 -0.782
H -6.744 -0.650 -0.406
H -6.717 -1.273 -2.808
H -6.473 0.486 -2.629
H -5.091 -0.569 -3.005
C -1.694 -0.328 3.047
O -1.614 0.340 1.929
C -3.131 -0.006 1.035
C -3.831 -0.600 2.250
O -2.791 -1.078 3.120
O -1.022 -0.097 4.044
F -2.588 -0.995 0.240
H -3.221 1.063 0.835
H -4.408 0.167 2.775
H -4.450 -1.461 1.991
Rb 2.261 1.142 4.313
```

The gap between HOMO and LUMO comes out at 3.9 eV. As for the max |F|: 2.80 eV Å⁻¹. The relative energy (zero: lowest compared OMol25 entry of this formula, charge and spin) comes out at 320.0 kJ/mol. The HOMO energy comes out at -5.85 eV.

C5H8FO4Y | the ωB97M-V functional and the def2-TZVPD basis

Geometry as XYZ:
```
19
C5H8FO4Y the ωB97M-V functional and the def2-TZVPD basis
C -1.744 -0.141 2.908
O -0.645 0.059 2.053
Y 1.699 0.057 1.955
C -2.377 -1.514 2.763
H -1.418 0.007 3.952
H -2.490 0.649 2.710
H -3.237 -1.605 3.443
H -2.733 -1.682 1.737
H -1.654 -2.303 3.016
C -0.709 0.872 0.397
O -1.360 2.081 0.611
C -2.549 2.125 -0.099
C -2.802 0.673 -0.477
O -1.509 0.095 -0.387
O 0.524 0.915 0.125
F -2.360 2.900 -1.228
H -3.324 2.604 0.509
H -3.473 0.189 0.246
H -3.183 0.567 -1.497
```

Its expectation value of S² is 0.7506. As for the spin multiplicity: 2. The gap between HOMO and LUMO (spin up / spin down) comes out at 6.7 / 9.0 eV. As for the max |F|: 3.74 eV Å⁻¹. The relative energy (zero: lowest compared OMol25 entry of this formula, charge and spin) comes out at 0.0 kJ/mol. As for the total charge: +1. The HOMO energy (spin up / spin down) comes out at -11.37 / -14.13 eV.

C5H8I2 | the ωB97M-V functional and the def2-TZVPD basis

Geometry as XYZ:
```
15
C5H8I2 the ωB97M-V functional and the def2-TZVPD basis
C -0.978 -0.037 -1.185
C -0.030 -0.206 -0.164
C -2.745 0.079 -1.096
C 0.199 0.989 0.731
C 0.301 -1.570 0.314
I -3.311 1.858 0.011
I -3.347 -1.589 0.107
H -0.902 1.026 -1.688
H -1.209 -0.869 -1.907
H -0.795 1.121 1.141
H 0.471 1.839 0.152
H 0.783 0.704 1.506
H -0.354 -2.463 0.173
H 0.596 -1.438 1.421
H 1.357 -1.857 -0.153
```

The gap between HOMO and LUMO (spin up / spin down) comes out at 7.2 / 6.0 eV. As for the max |F|: 4.46 eV Å⁻¹. The relative energy (zero: lowest compared OMol25 entry of this formula, charge and spin) comes out at 375.4 kJ/mol. The HOMO energy (spin up / spin down) comes out at -8.18 / -7.61 eV.

C5H8I2 | the ωB97M-V functional and the def2-TZVPD basis

Geometry as XYZ:
```
15
C5H8I2 the ωB97M-V functional and the def2-TZVPD basis
C 1.786 0.830 -2.218
C -1.204 -0.724 0.743
C 1.853 -0.176 -1.328
C -1.288 0.163 -0.285
C -1.387 -0.404 2.266
I 3.089 -0.413 0.357
I -1.427 2.308 -0.146
H 1.058 0.823 -3.000
H 2.368 1.746 -2.124
H -1.045 -1.774 0.473
H 1.222 -1.016 -1.360
H -0.948 -0.229 -1.392
H -1.508 -1.284 2.867
H -2.169 0.260 2.644
H -0.399 -0.109 2.504
```

The gap between HOMO and LUMO comes out at 9.5 eV. As for the max |F|: 3.44 eV Å⁻¹. The relative energy (zero: lowest compared OMol25 entry of this formula, charge and spin) comes out at 127.2 kJ/mol. The HOMO energy comes out at -9.06 eV. The SMILES is C/C=C\I.C=CI.

C5H8INS | the ωB97M-V functional and the def2-TZVPD basis

Geometry as XYZ:
```
16
C5H8INS the ωB97M-V functional and the def2-TZVPD basis
C -0.380 -3.170 -1.043
C 0.903 0.649 -0.185
C -0.829 -0.768 -0.663
C 0.114 1.620 1.881
C 0.358 1.724 0.371
N -0.846 -1.953 -0.845
S 1.301 0.262 -1.804
I -2.382 0.420 -0.008
H -0.274 -3.843 -0.159
H 0.019 -3.256 -2.041
H 1.217 -0.215 0.497
H 0.686 2.463 2.402
H 0.569 0.664 2.147
H -0.925 1.669 2.135
H -0.134 2.611 -0.075
H 0.604 1.122 -2.609
```

The gap between HOMO and LUMO (spin up / spin down) comes out at 6.8 / 6.8 eV. As for the max |F|: 2.61 eV Å⁻¹. The relative energy (zero: lowest compared OMol25 entry of this formula, charge and spin) comes out at 369.6 kJ/mol. The HOMO energy (spin up / spin down) comes out at -7.40 / -7.38 eV.

C5H8INS | the ωB97M-V functional and the def2-TZVPD basis

Geometry as XYZ:
```
16
C5H8INS the ωB97M-V functional and the def2-TZVPD basis
C -1.293 2.491 -1.160
C 1.200 0.133 0.274
C -1.915 0.238 -0.453
C 1.083 -2.317 -0.078
C 1.047 -1.088 0.761
N -1.785 1.400 -0.763
S 1.138 1.615 1.220
I -3.660 -0.620 0.272
H -1.340 2.756 -2.203
H -0.818 3.153 -0.455
H 1.376 0.335 -0.769
H 0.161 -2.883 0.057
H 1.914 -2.957 0.223
H 1.193 -2.066 -1.129
H 0.874 -1.236 1.819
H 0.827 1.044 2.383
```

Its expectation value of S² is 2.0132. As for the spin multiplicity: 3. The gap between HOMO and LUMO (spin up / spin down) comes out at 6.6 / 6.7 eV. As for the max |F|: 7.32 eV Å⁻¹. The relative energy (zero: lowest compared OMol25 entry of this formula, charge and spin) comes out at 81.9 kJ/mol. The HOMO energy (spin up / spin down) comes out at -5.89 / -8.52 eV.

C5H8LiLuO4 | the ωB97M-V functional and the def2-TZVPD basis

Geometry as XYZ:
```
19
C5H8LiLuO4 the ωB97M-V functional and the def2-TZVPD basis
O 0.050 -1.930 1.892
C -0.358 -0.603 2.133
C 0.459 0.430 1.329
H -1.424 -0.481 1.861
H -0.300 -0.359 3.209
H 1.421 0.713 1.786
H -0.088 1.383 1.296
O -0.678 -0.437 -0.733
C 0.648 -0.049 -0.247
C -0.934 0.227 -1.965
O 1.447 -1.102 -0.299
O 1.047 0.988 -1.091
C -0.070 1.471 -1.820
H -2.007 0.437 -2.035
H -0.614 -0.403 -2.807
H -0.590 2.258 -1.250
H 0.279 1.874 -2.776
Lu -0.190 -2.756 -0.044
Li 1.902 -1.662 1.559
```

Its expectation value of S² is 0.7507. As for the spin multiplicity: 2. The gap between HOMO and LUMO (spin up / spin down) comes out at 6.7 / 8.8 eV. As for the max |F|: 2.78 eV Å⁻¹. The relative energy (zero: lowest compared OMol25 entry of this formula, charge and spin) comes out at 0.0 kJ/mol. As for the total charge: +1. The HOMO energy (spin up / spin down) comes out at -10.60 / -13.53 eV.

C5H8LiO4Tl | the ωB97M-V functional and the def2-TZVPD basis

Geometry as XYZ:
```
19
C5H8LiO4Tl the ωB97M-V functional and the def2-TZVPD basis
O -2.764 0.809 0.119
C -1.924 -0.312 0.105
C -0.655 -0.151 -0.735
H -1.620 -0.568 1.141
H -2.478 -1.196 -0.277
H -0.879 0.054 -1.795
H -0.161 -1.137 -0.781
O 0.916 0.398 1.180
C 0.553 0.883 -0.113
C 1.839 -0.656 1.028
O 0.160 2.110 -0.083
O 1.740 0.688 -0.880
C 2.455 -0.415 -0.368
H 1.328 -1.630 1.083
H 2.581 -0.596 1.835
H 2.335 -1.294 -1.021
H 3.521 -0.154 -0.320
Tl -5.271 0.916 -0.010
Li -1.677 2.251 -0.106
```

The gap between HOMO and LUMO comes out at 5.9 eV. As for the max |F|: 2.29 eV Å⁻¹. The relative energy (zero: lowest compared OMol25 entry of this formula, charge and spin) comes out at 0.0 kJ/mol. The HOMO energy comes out at -7.40 eV.

C5H8LuN2O4S | the ωB97M-V functional and the def2-TZVPD basis

Geometry as XYZ:
```
21
C5H8LuN2O4S the ωB97M-V functional and the def2-TZVPD basis
N 0.711 1.450 1.178
C 1.805 0.942 0.260
C 1.120 -0.228 -0.691
O 2.033 -0.434 -1.864
C 0.970 -1.661 0.090
O -0.244 -1.806 0.908
C -1.475 -1.725 0.109
O -1.587 -1.891 -1.211
O -2.725 -1.372 0.861
N -2.798 -0.021 0.993
C -3.499 0.475 -0.112
S -3.796 1.405 -1.543
H 1.068 2.212 1.817
H 0.024 1.927 0.547
H 2.783 0.598 0.804
H 2.067 1.836 -0.472
H 0.128 0.210 -1.129
H 2.931 -0.016 -1.648
H 1.093 -2.540 -0.681
H 1.888 -1.722 0.851
Lu -2.496 2.361 0.932
```

The gap between HOMO and LUMO comes out at 3.0 eV. As for the max |F|: 9.51 eV Å⁻¹. As for the total charge: +3. The HOMO energy comes out at -19.66 eV.

C5H8MgO5Tl | the ωB97M-V functional and the def2-TZVPD basis

Geometry as XYZ:
```
20
C5H8MgO5Tl the ωB97M-V functional and the def2-TZVPD basis
C 0.568 -0.357 -2.249
O 0.083 -0.543 -3.356
O 1.705 0.085 -1.922
Tl -0.956 -0.959 -5.096
O 0.280 -1.446 -1.110
C -1.053 -1.488 -0.601
C -1.272 -0.110 0.019
O -0.202 0.044 0.891
C -0.052 1.213 1.714
C 1.303 1.030 2.400
O 2.294 0.683 1.492
Mg 1.753 -0.431 0.052
H -1.209 -2.294 0.127
H -1.749 -1.613 -1.444
H -2.246 -0.027 0.520
H -1.009 0.614 -1.021
H -0.892 1.264 2.422
H -0.055 2.094 1.053
H 1.182 0.260 3.188
H 1.527 1.981 2.921
```

The gap between HOMO and LUMO comes out at 7.6 eV. As for the max |F|: 5.93 eV Å⁻¹. The relative energy (zero: lowest compared OMol25 entry of this formula, charge and spin) comes out at 0.0 kJ/mol. As for the total charge: +1. The HOMO energy comes out at -11.88 eV.